A:
ORCA calculation (ωB97M-V with the def2-TZVPD basis set) on a single C5H14N2Si molecule.

The geometry in XYZ format:
```
22
Properties=species:S:1:pos:R:3
C 0.261 2.180 0.390
H -0.753 -2.489 -0.404
N 0.690 -0.788 -1.754
C -1.945 1.366 -0.522
N -0.737 -0.108 1.069
H -1.518 2.066 -1.221
H -0.272 -0.122 1.998
H -2.925 1.568 -0.413
H -1.413 1.725 1.485
C 2.341 -2.067 1.662
H 1.027 1.854 1.115
H 3.286 -2.568 1.973
H -1.898 0.399 -1.024
C -0.977 1.273 0.660
Si 0.208 -1.484 -0.162
C 1.811 -2.238 0.464
H 1.793 -1.548 2.473
H 0.713 1.949 -0.570
H -0.015 3.368 0.313
H 2.517 -2.501 -0.355
H -0.159 -0.877 -2.288
H 1.067 0.105 -1.982
```

Results
Total charge: 0
SMILES string: C=C[Si@H](N)NC(C)C
HOMO: -8.529 eV
HOMO-LUMO gap: 9.47 eV



B:
ORCA calculation (ωB97M-V with the def2-TZVPD basis set) on 2 unconnected molecules or ions with the total composition C5H14N2Si.

The geometry in XYZ format:
```
22
Properties=species:S:1:pos:R:3
H -3.579 -0.068 0.060
N 2.099 -0.730 -0.592
H -0.824 -2.353 0.630
N 2.325 0.345 -0.088
H -3.077 -1.048 -1.318
H -1.810 1.997 0.471
H -1.352 -1.149 1.834
Si -1.001 -0.208 -0.302
H -0.557 2.192 -0.641
C 3.332 0.482 0.965
H 0.606 -1.644 -1.917
H -0.079 1.855 1.106
C -0.820 1.656 0.271
H 0.058 -0.018 -2.521
C -0.540 -1.334 1.082
H 3.624 1.537 0.834
H 2.936 0.331 1.943
H 0.442 -1.403 1.419
H -3.230 0.668 -1.478
C 0.131 -0.757 -1.694
H 4.193 -0.210 0.749
C -2.877 -0.140 -0.815
```

Results
Total charge: 0
HOMO (alpha / beta): -7.805 / -8.141 eV
HOMO-LUMO gap (alpha / beta): 8.10 / 8.48 eV



Least stable of them? B.



A:
ORCA calculation (ωB97M-V with the def2-TZVPD basis set) on 2 unconnected molecules or ions with the total composition C4H9N4O.

The geometry in XYZ format:
```
18
Properties=species:S:1:pos:R:3
O -0.810 1.880 3.457
H -1.076 2.133 0.745
N 0.949 0.774 2.517
C 0.470 -2.055 -2.101
N -0.384 -1.257 -2.618
H 0.768 -1.966 -1.041
H -1.851 0.621 1.114
H -0.599 -1.440 -3.615
H 1.788 1.104 2.972
N -0.580 -0.065 -2.032
H 0.024 0.008 -1.136
H 2.063 -0.281 1.171
N 0.216 0.394 0.420
C -0.330 1.310 2.568
H -1.442 0.503 -2.178
H 0.500 -3.054 -2.645
C -0.846 1.111 1.124
C 1.141 0.283 1.278
```

Results
Total charge: +1
HOMO: -13.389 eV
HOMO-LUMO gap: 8.87 eV



B:
ORCA calculation (ωB97M-V with the def2-TZVPD basis set) on a gas-phase ion, C4H9N4O (charge +1).

The geometry in XYZ format:
```
18
Properties=species:S:1:pos:R:3
H 0.001 -2.703 0.475
H -0.703 -2.271 3.178
N 0.366 -0.507 0.478
C -1.066 0.507 -2.256
H -0.397 1.465 -2.103
N -0.191 0.077 2.681
O -0.462 -0.742 -1.768
H 0.261 2.816 1.702
H -2.113 0.722 -1.736
H 1.349 0.468 -1.262
N 0.018 -1.774 0.976
N 0.618 2.009 1.133
H -1.187 0.379 -3.435
H 1.277 2.220 0.346
H 1.493 -1.420 -1.239
C -0.337 -1.435 2.426
C 0.764 -0.508 -0.990
C 0.310 0.696 1.394
```

Results
Total charge: +1
SMILES string: COCn1[nH]cnc1=[NH2+]
HOMO: -13.955 eV
HOMO-LUMO gap: 9.60 eV



Least stable of them? B.



A:
ORCA calculation (ωB97M-V with the def2-TZVPD basis set) on 12 unconnected molecules or ions with the total composition C5H33NO11.

The geometry in XYZ format:
```
50
Properties=species:S:1:pos:R:3
H -4.411 0.865 -2.030
C -0.597 3.595 -0.613
O 0.317 -2.716 3.258
H -0.471 -0.269 -1.996
H 0.888 -4.789 0.691
H 0.109 -3.634 3.099
H 0.830 -0.021 -5.146
O 0.227 -4.312 1.206
H -3.003 2.771 -0.488
H 1.045 -3.048 -3.337
C -1.615 1.485 -1.318
H -1.511 -0.831 2.086
H 0.133 4.336 -0.936
H 0.575 -2.183 2.509
H 3.279 -0.138 -2.177
H -3.376 1.059 3.538
H 3.378 -1.442 -1.496
H 2.243 -0.321 -0.157
H 3.493 0.232 3.753
O -3.685 1.391 2.690
H -2.114 -0.640 -1.645
O 2.654 -0.149 0.693
H -0.060 -3.663 0.550
H 1.721 -2.611 -2.097
H -0.242 3.318 0.389
H -0.260 0.252 3.958
N -0.551 2.363 -1.402
H -1.779 0.189 -3.089
C -2.866 1.792 -0.932
H 0.391 2.039 -1.521
O 0.861 -2.928 -2.401
O 2.952 -0.555 3.642
H -1.253 -0.342 0.799
O 4.951 -0.357 -0.434
H -4.891 1.316 -0.409
H -3.309 2.268 2.589
H 4.525 -0.790 0.314
C -4.070 0.899 -0.996
H -1.578 4.046 -0.663
H 2.188 -0.288 1.521
C -1.476 0.144 -2.038
O -0.738 -0.793 1.496
H 2.182 -0.467 4.210
H 0.833 1.213 -4.339
O 1.336 0.401 -4.442
H -0.386 0.844 2.535
O -0.674 0.959 3.455
H 4.933 0.575 -0.206
H -4.000 -0.060 -0.480
O 2.871 -1.006 -2.193
```

Results
Total charge: 0
SMILES string: C/C=C(\C)NC.O.O.O.O.O.O.O.O.O.O.O
HOMO: -7.773 eV
HOMO-LUMO gap: 7.94 eV



B:
ORCA calculation (ωB97M-V with the def2-TZVPD basis set) on 11 unconnected molecules or ions with the total composition C5H33NO11.

The geometry in XYZ format:
```
50
Properties=species:S:1:pos:R:3
H 1.272 -1.477 2.882
H 1.359 3.617 -3.020
H 1.337 3.602 1.719
H 1.629 -0.324 3.843
C -0.751 2.113 -1.530
H 0.054 -0.271 -1.826
N 0.597 2.073 0.528
O 2.287 -1.085 -2.234
H -0.004 -0.302 -0.106
O -1.489 -0.155 2.950
O 1.999 3.437 -3.710
C 0.586 0.069 -0.936
H 2.803 0.297 -0.907
C 2.009 -0.481 -0.966
H -0.907 3.193 -1.405
O -0.999 -4.193 1.805
O -2.001 2.090 1.459
O 1.217 -0.487 2.987
H 1.699 -1.830 -2.401
H 0.851 4.099 0.069
H -1.968 -1.286 1.796
O -1.095 -3.417 -0.867
H 2.152 -1.247 -0.188
H -1.057 2.126 1.081
O 1.265 -3.146 2.750
H 1.413 -3.672 3.545
C 0.536 1.600 -0.885
O 1.622 0.775 -4.171
H 2.373 3.229 0.326
H 1.019 1.339 1.093
H 1.892 0.141 -3.467
H -1.506 -2.765 -0.245
H 1.409 1.967 -1.427
H 0.440 -3.553 2.363
H -1.680 0.669 2.420
O -2.262 -1.894 1.053
H -1.595 -3.430 1.650
O -3.898 0.540 0.248
H 2.189 0.595 -4.928
H -4.274 1.030 -0.484
H -0.749 1.905 -2.577
H -1.619 1.627 -1.101
H 1.874 2.482 -3.912
H -2.122 2.900 1.961
H -1.162 -3.047 -1.749
C 1.336 3.336 0.659
H -0.848 -4.547 0.920
H -0.515 -0.274 2.962
H -3.258 1.122 0.705
H -2.999 -1.381 0.670
```

Results
Total charge: 0
SMILES string: CN[C@H](C)CCO.O.O.O.O.O.O.O.O.O.O
HOMO: -10.083 eV
HOMO-LUMO gap: 10.38 eV



Least stable of them? A.



A:
ORCA calculation (ωB97M-V with the def2-TZVPD basis set) on a molecular structure, C5H9ClO.

The geometry in XYZ format:
```
16
Properties=species:S:1:pos:R:3
H 0.233 -0.405 3.360
H -0.849 -1.114 1.007
H 0.879 -0.948 -0.054
C 0.434 0.633 1.020
H 1.892 -0.954 3.835
H 0.728 -2.021 2.722
C 1.086 -1.009 3.069
H 2.327 -0.660 1.232
H 0.735 1.350 0.154
Cl -0.065 0.401 -2.360
O -2.213 0.254 -1.094
C -0.994 0.004 -0.872
C 1.647 -0.115 1.826
C -0.331 -0.505 0.381
H -0.223 1.059 1.887
H 2.041 0.799 2.180
```

Results
Total charge: 0
HOMO: -10.144 eV
HOMO-LUMO gap: 10.71 eV



B:
ORCA calculation (ωB97M-V with the def2-TZVPD basis set) on a molecular structure, C5H9ClO.

The geometry in XYZ format:
```
16
Properties=species:S:1:pos:R:3
Cl -0.586 1.765 0.344
C 0.250 -0.695 0.319
H 0.867 0.262 -2.524
H -0.756 -0.174 -1.946
H -0.427 1.596 -2.301
O -0.689 -1.736 0.028
H 1.256 0.470 1.757
H 1.418 0.948 -0.287
C -0.050 0.623 -1.972
H 1.391 -1.579 2.419
H -0.623 -0.538 2.305
C 0.430 0.589 -0.454
H 0.933 -2.729 -0.124
H 0.656 -1.961 -1.587
C 0.527 -0.720 1.913
C 0.636 -1.867 -0.436
```

Results
Total charge: 0
HOMO: -10.048 eV
HOMO-LUMO gap: 10.86 eV



C:
ORCA calculation (ωB97M-V with the def2-TZVPD basis set) on a molecular structure, C5H9ClO.

The geometry in XYZ format:
```
16
Properties=species:S:1:pos:R:3
H 0.138 -1.605 0.994
H -1.530 -2.607 -0.005
C -2.035 -1.674 -0.060
O -1.173 1.919 0.019
Cl 2.481 -0.236 -0.371
H -3.079 0.479 0.255
H 0.876 1.185 -0.101
H -2.112 0.848 -1.778
C 1.227 0.368 0.605
H -2.484 -1.655 -1.095
H -0.523 1.967 1.128
H -2.857 -1.717 0.847
H 1.790 1.006 1.388
C -1.912 0.802 -0.434
C 0.017 -0.635 0.693
C -1.133 -0.401 -0.052
```

Results
Total charge: 0
HOMO: -9.237 eV
HOMO-LUMO gap: 9.32 eV



Least stable of them? C.